# 1
21
Properties=species:S:1:pos:R:3:forces:R:3 method="wB97M-V/def2-TZVPD" e_lumo_ev=5.21 fmax_ev_per_a=2.30 homo_energy_ev=3.2 homo_lumo_gap_ev=2.03 total_charge=-3
Rb -0.6861 1.5419 1.6238 0.80 0.07 -1.08
O 3.8908 3.1704 -1.0195 -0.48 0.54 -0.14
C 3.1515 4.1704 -0.4917 0.55 -0.66 -0.02
C 1.5733 4.2366 -0.6654 -0.58 -1.21 0.49
O 0.7654 3.1699 -0.3113 0.25 0.42 0.33
H 3.4364 5.1904 -0.8862 0.02 0.41 -0.17
H 3.3730 4.2676 0.6070 -0.36 0.03 0.50
H 1.4425 4.5396 -1.7259 -0.09 -0.08 -0.38
H 1.2584 5.1170 -0.0611 0.32 0.67 0.10
C -2.3260 -3.1431 1.3787 0.51 1.62 0.51
C -2.2218 -4.2014 0.4709 -0.91 -0.95 0.90
C -1.4427 -3.9363 -0.7972 0.62 -0.99 -1.98
O -1.4821 -4.7652 -1.7605 -0.32 0.29 0.99
C -0.6606 -2.7831 -0.8802 -0.61 0.35 1.19
C -0.6407 -1.7584 0.1259 0.77 -0.43 -1.72
C -1.6704 -1.8791 1.2747 -1.02 -1.78 -0.45
O -1.9770 -0.9214 2.0152 0.53 0.86 0.27
O 0.1461 -0.7979 0.0022 -0.69 0.33 1.17
O -2.7986 -5.2961 0.6977 0.42 0.32 -0.61
H -3.0283 -3.2400 2.2017 0.02 -0.11 0.03
H -0.1032 -2.6815 -1.7988 0.27 0.31 0.08

***

# 2
21
Properties=species:S:1:pos:R:3:forces:R:3 method="wB97M-V/def2-TZVPD" e_lumo_ev="-1.99 / -1.99" de_lowest_kcal_mol=13.48 fmax_ev_per_a=2.78 homo_energy_ev="-6.5 / -6.5" homo_lumo_gap_ev="4.55 / 4.55"
B -2.8080 2.1949 0.3319 0.03 1.10 -0.18
C -0.9187 -0.8853 0.7052 -1.45 -1.72 1.15
C 0.1926 -1.7059 0.6643 1.50 -0.67 -0.43
C 1.3856 -0.2540 -0.9814 -2.03 0.85 1.69
C -1.7199 1.3325 -0.0900 0.11 0.78 -0.80
C -0.8097 0.2767 0.0031 0.72 0.76 -0.15
C 1.3046 -1.4043 -0.1684 0.03 0.80 -1.77
C 0.3426 0.6106 -0.7602 -1.89 0.03 0.21
C 0.8608 3.1329 -1.7381 -1.09 -0.74 -0.23
N 2.2709 -2.3273 -0.4840 0.13 -1.18 0.72
O -3.6557 1.9168 1.3762 -2.03 0.49 -0.46
O -2.9737 3.4164 -0.3210 0.75 -0.30 -0.86
S -0.4867 2.0237 -1.5131 2.10 -0.45 0.28
I 0.2509 4.7104 -2.8946 -0.11 0.58 0.12
H -1.9080 -1.1848 1.2206 1.96 0.58 -0.73
H 0.2910 -2.6596 1.2022 -0.46 0.44 -0.17
H 2.1872 0.0543 -1.5914 0.97 -0.24 -0.68
H 2.3862 -2.9965 0.2362 0.71 -0.85 0.19
H 3.0320 -2.1685 -1.1284 -0.32 0.26 0.46
H -4.4693 2.4025 1.0460 0.95 -1.04 1.36
H -3.7524 3.8914 -0.0776 -0.58 0.54 0.25

***

# 3
18
Properties=species:S:1:pos:R:3:forces:R:3 method="wB97M-V/def2-TZVPD" e_lumo_ev=0.09 de_lowest_kcal_mol=63.39 smiles=Cc1c#cc2c(c1)COB2O fmax_ev_per_a=4.39 homo_energy_ev=-9.1 homo_lumo_gap_ev=9.24
C 0.0886 2.1398 1.9493 -2.54 -0.02 -2.26
C 0.5224 1.1998 0.8239 0.15 -0.87 1.54
C 1.8519 0.9394 0.6037 0.68 -0.55 -0.51
C 2.4120 0.0151 -0.0437 -0.63 1.24 0.72
C 1.8243 -0.9823 -0.7310 -3.19 -0.12 -1.18
C 0.3097 -0.6848 -0.6745 2.87 -3.18 -0.93
C -0.2588 0.2115 0.1400 -2.75 2.07 0.44
C -0.3758 -1.8239 -1.3799 1.07 -1.84 1.56
O 0.5946 -2.8283 -1.7594 2.09 1.11 -0.07
B 1.9013 -2.3446 -1.5420 -1.12 -0.39 1.09
O 3.0178 -3.0711 -1.7393 0.61 1.88 0.81
H 0.9977 2.5265 2.2589 1.36 0.99 1.33
H -0.5634 1.7293 2.7492 0.75 -0.13 -0.54
H -0.5125 2.9665 1.4828 0.50 -0.48 0.51
H -1.4323 0.2302 0.2010 2.42 0.07 0.06
H -1.0573 -2.4266 -0.7947 -0.45 0.46 0.73
H -0.8592 -1.6591 -2.2649 -1.43 1.38 -2.25
H 3.0521 -3.8400 -2.2538 -0.40 -1.63 -1.04